Record 1
{"formula": "C3H8NOS", "method": "ωB97M-V/def2-TZVPD", "species": ["S", "O", "N", "C", "C", "C", "H", "H", "H", "H", "H", "H", "H", "H"], "positions_angstrom": [[-1.2643, 0.8826, 0.3026], [1.4199, -1.0026, 0.0362], [-0.8060, 0.5568, 1.8438], [1.4682, 0.5545, -0.2593], [-0.8903, -0.5182, -0.7390], [0.6232, -0.5835, -0.9467], [2.3403, 0.8041, 0.3463], [0.9519, -0.8554, -1.9520], [0.0741, 1.0234, 2.0369], [-2.5937, 0.6853, 0.4299], [-1.2357, -1.4568, -0.3013], [2.0578, 0.6634, -1.1983], [-1.3747, -0.3296, -1.6995], [-0.7707, -0.4241, 2.1004]], "forces_ev_per_a": [[-0.1, 0.2, 0.1], [0.5, 0.2, -0.4], [0.1, 0.0, -0.1], [1.6, -1.7, -2.3], [0.5, -0.5, -0.2], [-1.3, 0.9, 1.2], [-1.2, 0.9, 1.3], [-0.2, 0.2, 0.0], [0.0, 0.0, 0.1], [0.0, -0.2, 0.0], [-0.2, 0.1, -0.1], [0.5, -0.1, 0.2], [-0.2, 0.0, 0.1], [-0.1, 0.0, 0.1]], "mulliken_charge": [0.30, -0.36, -0.45, -0.80, -0.64, 0.21, 0.32, 0.46, 0.33, 0.26, 0.38, 0.27, 0.41, 0.32], "total_energy_ev": -17601.5257, "e_above_lowest_kj_mol": 473.40, "homo_lumo_gap_ev": 10.25, "multiplicity": 1, "charge": 1}



Record 2
{"formula": "C5H10NO", "method": "ωB97M-V/def2-TZVPD", "species": ["O", "N", "C", "C", "C", "C", "C", "H", "H", "H", "H", "H", "H", "H", "H", "H", "H"], "positions_angstrom": [[-0.7342, -1.9306, 3.0448], [0.1153, 1.3322, -2.2872], [0.2432, -0.0711, -0.0969], [0.0372, -1.3577, 2.1259], [-0.5966, -1.0177, 0.7512], [0.6182, 2.3107, -1.6618], [-0.3961, 0.1811, -1.4617], [0.6921, -0.5096, 2.4898], [1.3069, -0.2503, -0.2702], [0.0833, 0.8687, 0.4437], [0.8533, -2.1189, 1.8057], [-0.1877, -0.6519, -2.1316], [0.3440, 2.5446, -0.6274], [-1.4778, 0.2813, -1.3319], [-1.4977, -0.4922, 1.0946], [-0.8806, -1.9337, 0.2241], [1.4772, 2.8148, -2.1113]], "forces_ev_per_a": [[-0.7, 0.6, -0.1], [1.3, -0.7, 0.7], [-1.2, 1.4, -0.2], [1.8, -2.2, -0.2], [0.0, 0.2, 0.8], [0.0, -0.6, 0.1], [-0.7, 0.5, -0.7], [-0.5, 0.3, -0.3], [0.0, -0.3, 0.5], [0.8, 0.1, 0.1], [0.1, 0.5, 0.0], [-0.4, -0.3, 0.1], [0.5, -0.1, 0.1], [0.0, -0.2, -0.1], [-0.3, 0.0, -0.7], [0.0, 0.0, 0.1], [-0.7, 0.8, -0.3]], "mulliken_charge": [-0.86, -0.51, -0.35, -0.53, -0.59, -0.27, -0.41, 0.18, 0.27, 0.24, 0.10, 0.28, 0.29, 0.34, 0.25, 0.35, 0.24], "total_energy_ev": -8882.5576, "smiles": "C=NCCCC[O-]", "e_above_lowest_kj_mol": 150.53, "homo_lumo_gap_ev": 5.73, "multiplicity": 1, "charge": -1}



Record 3
{"formula": "C26H38NO3", "method": "ωB97M-V/def2-TZVPD", "species": ["O", "O", "O", "N", "C", "C", "C", "C", "C", "C", "C", "C", "C", "C", "C", "C", "C", "C", "C", "C", "C", "C", "C", "C", "C", "C", "C", "C", "C", "C", "H", "H", "H", "H", "H", "H", "H", "H", "H", "H", "H", "H", "H", "H", "H", "H", "H", "H", "H", "H", "H", "H", "H", "H", "H", "H", "H", "H", "H", "H", "H", "H", "H", "H", "H", "H", "H", "H"], "positions_angstrom": [[1.2700, 0.6890, 0.4309], [1.7001, 4.1968, -2.4978], [-4.9703, 0.7729, 1.6026], [0.6815, 1.5969, -1.9699], [0.8473, -1.6148, 1.0834], [-2.0680, -0.9849, 0.3906], [0.4857, -0.8155, -1.2987], [-1.0377, -0.0577, 0.5487], [-1.9867, -1.1545, 4.5746], [-5.3542, 1.9894, 2.2050], [-0.7739, -3.1030, 3.4301], [-2.6588, 1.5145, 1.4253], [1.8266, -2.3637, -2.7129], [1.7990, 1.8164, -2.9133], [1.8286, -1.3306, -1.7803], [-1.6523, -2.6416, 4.5950], [-0.1986, 2.7854, -1.9788], [0.6480, -2.5261, 3.4455], [0.4013, -0.4314, 0.2052], [0.6309, 4.0198, -1.6075], [-0.0447, 0.3203, -2.1929], [4.2390, -1.3264, -1.8662], [3.0526, -0.8161, -1.3649], [0.8113, -1.2745, 2.5787], [2.5552, 3.0826, -2.5017], [4.2231, -2.3509, -2.7956], [-3.3604, -0.6753, 0.7430], [-3.6784, 0.5794, 1.2764], [-1.3617, 1.1896, 1.0638], [3.0107, -2.8691, -3.2184], [-5.1933, 2.8378, 1.5330], [0.0362, 0.0380, -3.2444], [-4.1535, -1.3963, 0.6309], [0.9191, -2.2826, 4.4738], [-1.0062, 2.6443, -1.2587], [1.3906, 0.7764, 1.3843], [5.1484, -2.7478, -3.1819], [0.0199, 4.9206, -1.6756], [-1.1582, -2.8869, 5.5371], [1.3854, 1.9456, -3.9166], [-1.2732, -2.8435, 2.4943], [-2.5854, -3.2077, 4.5581], [5.1783, -0.9201, -1.5234], [-2.7110, -0.9274, 5.3532], [1.3565, -3.2792, 3.0951], [3.3449, 3.3024, -3.2206], [3.0941, -0.0293, -0.6281], [-0.7114, -4.1917, 3.4758], [-2.8557, 2.4927, 1.8333], [-4.8185, 2.1560, 3.1440], [0.1853, -2.4561, 0.8869], [-2.4176, -0.8711, 3.6152], [1.0033, 3.9163, -0.5760], [-1.1018, -0.5496, 4.7577], [-1.8622, -1.9687, -0.0027], [-0.0220, -0.5995, 2.7793], [-0.2236, -1.6373, -1.4336], [2.4631, 0.9514, -2.8978], [-0.5937, 1.9371, 1.2099], [3.0056, 2.9387, -1.5074], [-1.0983, 0.4825, -1.9553], [-6.4181, 1.8909, 2.4102], [2.9856, -3.6735, -3.9366], [0.8870, -2.7833, -3.0424], [1.8552, -1.9165, 0.7942], [1.7410, -0.7747, 2.8668], [-0.6175, 2.9060, -2.9806], [1.0759, 1.5025, -1.0000]], "forces_ev_per_a": [[0.0, 0.0, 0.2], [0.0, 0.2, -0.1], [0.1, -0.3, -0.1], [0.2, -0.1, 0.4], [0.1, 0.4, 0.1], [0.0, 0.1, 0.0], [0.2, 0.4, 0.1], [0.2, 0.3, 0.0], [0.0, -0.2, 0.1], [-0.1, 0.3, 0.1], [0.1, -0.1, 0.3], [-0.4, 0.1, 0.1], [0.0, 0.1, 0.1], [0.8, 0.4, -0.4], [0.0, -0.1, 0.0], [0.0, 0.1, -0.2], [-0.2, 0.9, 0.1], [-0.1, 0.1, -0.1], [-0.4, -0.9, -0.1], [-0.2, -0.2, 0.0], [-0.5, -0.7, -0.1], [0.0, 0.0, 0.0], [0.1, 0.0, 0.1], [0.0, -0.2, -0.1], [0.0, -0.3, -0.1], [0.0, 0.0, 0.0], [-0.2, 0.1, 0.1], [0.2, 0.0, -0.1], [0.2, -0.2, -0.1], [0.1, 0.0, -0.1], [0.0, 0.0, 0.0], [0.0, 0.1, 0.0], [-0.1, -0.1, 0.0], [0.1, -0.1, 0.1], [0.1, -0.1, 0.0], [0.1, 0.1, 0.0], [0.1, 0.0, 0.0], [0.0, -0.1, 0.1], [0.0, -0.1, 0.0], [-0.1, -0.1, 0.1], [-0.1, -0.1, -0.1], [0.0, 0.0, 0.1], [0.1, 0.0, 0.0], [-0.1, 0.1, 0.1], [0.1, 0.0, 0.1], [0.0, -0.2, 0.1], [0.0, 0.0, 0.0], [0.0, 0.0, -0.1], [-0.1, 0.1, 0.1], [0.0, 0.0, 0.0], [-0.1, -0.1, -0.1], [0.0, 0.1, -0.1], [0.0, 0.0, 0.0], [0.1, 0.2, 0.0], [0.0, -0.2, 0.0], [0.0, 0.1, 0.1], [0.0, 0.1, 0.0], [-0.2, 0.1, 0.0], [0.0, 0.0, 0.0], [0.0, 0.0, 0.0], [0.1, 0.1, -0.1], [0.1, 0.1, 0.0], [0.0, -0.1, -0.1], [-0.1, -0.1, 0.0], [0.0, -0.1, 0.0], [0.0, 0.1, 0.0], [0.0, -0.1, 0.1], [-0.1, 0.3, -0.4]], "mulliken_charge": [-0.96, -0.41, -0.47, 0.72, -0.53, -0.17, -0.42, 0.04, -0.77, -0.85, -0.29, -0.98, -0.40, -0.33, 0.01, -0.71, -0.40, -1.13, 0.38, -0.56, -2.01, -1.07, 0.01, -0.52, -0.58, -0.59, -1.25, 0.66, -0.07, -0.91, 0.33, 0.57, 0.45, 0.52, 0.31, 0.61, 0.44, 0.42, 0.33, 0.40, 0.09, 0.39, 0.44, 0.46, 0.38, 0.42, 0.45, 0.32, 0.54, 0.34, 0.33, -0.01, 0.30, 0.26, 0.48, 0.35, 1.18, 0.29, 0.53, 0.31, 0.61, 0.26, 0.45, 0.49, 0.78, 0.25, 0.42, 0.09], "total_energy_ev": -35205.5832, "smiles": "CCCCCC[C@](O)(c1ccc(OC)cc1)[C@@H](C[NH+]1CCOCC1)c1ccccc1", "e_above_lowest_kj_mol": 13.27, "homo_lumo_gap_ev": 9.23, "multiplicity": 1, "charge": 1}



Record 4
{"formula": "C4H8N4", "method": "ωB97M-V/def2-TZVPD", "species": ["N", "N", "N", "N", "C", "C", "C", "C", "H", "H", "H", "H", "H", "H", "H", "H"], "positions_angstrom": [[-1.1299, 0.1961, 0.4942], [-2.5274, -1.5978, -0.0411], [1.1024, 0.3431, -0.1968], [2.4851, -1.6065, 0.1204], [-0.0824, 0.9792, 0.0537], [1.5238, -0.8391, 0.4251], [-1.4447, -0.9567, -0.1892], [-0.2206, 2.3207, -0.0427], [3.1323, -1.1399, -0.5752], [0.4946, 2.8682, -0.6693], [0.7144, -1.2426, 1.1268], [-1.9419, 0.7143, 0.8884], [-2.5548, -2.5233, -0.5539], [-0.8738, 2.9478, 0.5987], [1.8830, 0.8304, -0.6900], [-0.5602, -1.2943, -0.7490]], "forces_ev_per_a": [[-1.6, 0.0, 1.1], [-0.2, -0.8, -0.5], [2.7, -0.9, -1.1], [1.3, 1.4, -0.4], [-0.6, 2.5, 0.6], [-2.5, -1.3, 0.1], [0.6, -1.3, 0.0], [0.6, 0.7, 0.0], [-0.9, -0.7, 0.7], [0.1, -0.1, 0.8], [1.4, 0.7, -0.7], [1.0, -0.6, -0.5], [0.3, 1.7, 0.6], [-0.2, -0.9, -1.1], [-1.4, -0.2, 0.6], [-0.6, -0.1, -0.2]], "mulliken_charge": [-0.28, -0.69, -0.25, -0.63, 0.54, -0.03, -0.02, -0.97, 0.20, 0.23, 0.45, 0.31, 0.26, 0.24, 0.27, 0.37], "total_energy_ev": -10236.2732, "smiles": "[H]/N=C\\NC(=C)N/C=N/[H]", "e_above_lowest_kj_mol": 189.97, "homo_lumo_gap_ev": 8.90, "multiplicity": 1, "charge": 0}



no.,HOMO level (eV)
1,-14.1
2,-2.1
3,-11.2
4,-8.1